[1]
Computed, not measured: a molecular structure, C18H19F5GeN2OS2Ti at a distorted geometry, with wB97M-V/def2-TZVPD.

Properties
Frontier orbital gap, hartree: 0.238
HOMO energy, eV: -15.7
ΔE to the lowest compared entry with this formula, charge and spin, kcal/mol: 2.2
Charge: +2

Each line ends with the natural charge from an NBO analysis.
Geometry (Å):
Ti  0.267  1.605  0.141  1.0291
S  0.301  0.719  2.315  0.2170
C  2.063  0.550  2.056  -0.2688
C  2.627  -0.651  2.568  0.1776
N  3.003  -1.677  2.928  -0.1348
C  2.789  1.512  1.418  -0.1882
S  2.067  2.934  0.690  0.2625
C  4.207  1.401  1.299  0.1596
N  5.346  1.331  1.157  -0.0883
C  2.013  -2.414  -1.669  -0.6153
C  2.188  -1.067  -0.969  -0.4047
C  1.164  -0.040  -1.455  -0.3676
C  -0.281  -0.385  -1.037  -0.8230
Ge  -0.637  -1.026  0.936  1.1174
C  -0.071  -2.741  1.813  -0.6950
C  -1.220  -3.728  1.703  -0.4362
C  -1.598  -4.020  0.252  -0.3728
C  -2.783  -4.969  0.128  -0.6084
H  2.817  -3.085  -1.374  0.2595
H  2.063  -2.294  -2.752  0.2354
H  1.066  -2.893  -1.412  0.1979
H  3.194  -0.689  -1.161  0.2549
H  2.096  -1.206  0.113  0.1949
H  1.218  0.027  -2.543  0.2897
H  1.481  0.985  -1.100  0.1470
H  -0.596  -1.259  -1.608  0.3439
H  -1.012  0.401  -1.321  0.2636
H  -2.083  -0.568  1.197  -0.0807
H  0.172  -2.474  2.841  0.2673
H  0.828  -3.098  1.311  0.2521
H  -2.097  -3.364  2.244  0.2204
H  -0.901  -4.649  2.198  0.2592
H  -0.735  -4.430  -0.279  0.2124
H  -1.851  -3.053  -0.229  0.1554
H  -2.530  -5.940  0.552  0.2312
H  -3.058  -5.121  -0.914  0.2323
H  -3.651  -4.576  0.658  0.2168
F  -1.878  7.304  -2.254  -0.2338
C  -1.696  6.187  -1.600  0.3311
C  -2.248  6.029  -0.330  0.3075
F  -2.945  7.005  0.201  -0.2382
C  -2.061  4.848  0.380  0.3464
F  -2.564  4.680  1.587  -0.2530
C  -1.317  3.826  -0.192  0.1032
O  -1.030  2.646  0.406  -0.5240
C  -0.772  4.015  -1.455  0.2952
F  -0.023  2.933  -1.884  -0.2996
C  -0.938  5.167  -2.182  0.2963
F  -0.397  5.312  -3.372  -0.2440

Cartesian forces, eV/Å:
Ti 1.43 -0.76 0.80
S 0.30 0.01 -0.22
C -0.30 0.11 0.02
C 0.22 -0.20 -0.01
N -0.03 0.07 0.00
C -0.19 0.07 0.03
S -0.40 -0.32 -0.10
C 0.17 -0.12 -0.05
N -0.09 -0.02 0.02
C 0.03 0.13 0.02
C -0.02 -0.02 -0.08
C -0.07 -0.46 0.06
C 0.35 0.54 0.80
Ge -0.40 -0.71 0.16
C 0.09 0.47 -0.44
C -0.12 -0.06 -0.24
C -0.03 0.05 0.22
C 0.04 0.09 -0.06
H -0.03 -0.04 0.00
H -0.03 -0.05 0.00
H 0.00 -0.03 -0.03
H -0.01 0.05 0.04
H 0.08 0.01 0.01
H -0.05 0.35 0.01
H 0.83 -0.32 -0.91
H -0.11 -0.10 0.18
H -0.07 -0.21 -0.08
H 0.12 -0.08 -0.04
H 0.05 0.06 -0.03
H 0.04 0.01 0.06
H 0.02 -0.02 0.05
H -0.03 0.01 0.03
H 0.03 0.07 -0.03
H -0.03 -0.07 -0.12
H -0.03 0.00 0.02
H -0.01 -0.01 0.01
H -0.02 -0.04 0.00
F -0.01 0.10 -0.07
C 0.01 -0.16 0.14
C 0.05 -0.04 -0.11
F -0.03 0.03 0.02
C 0.08 -0.39 0.13
F -0.07 0.12 0.01
C -0.32 1.15 -0.68
O -1.43 0.93 0.25
C -0.01 -0.32 0.26
F 0.01 0.15 0.02
C 0.01 -0.04 -0.03
F 0.00 0.02 -0.04

[2]
Computed, not measured: a molecular structure, C18H19F6NO4PtS5, with wB97M-V/def2-TZVPD.

Properties
Frontier orbital gap, hartree: 0.199
HOMO energy, eV: -14.3
ΔE to the lowest compared entry with this formula, charge and spin, kcal/mol: 38.4
Charge: +2

Each line ends with the natural charge from an NBO analysis.
Geometry (Å):
Pt  -0.409  0.776  0.203  1.0139
C  -2.595  2.225  -2.179  -0.5326
C  -3.865  1.704  -1.552  -0.5848
S  -3.584  1.595  0.221  0.3036
C  -3.909  -0.139  0.629  -0.5582
C  -3.217  -1.175  -0.238  -0.5334
S  -1.384  -1.281  -0.186  0.5472
C  -1.057  -1.520  -1.954  -0.5509
C  -1.279  -0.259  -2.812  -0.5763
S  -1.031  1.326  -1.944  0.6018
H  -2.336  3.216  -1.798  0.2721
H  -2.619  2.300  -3.273  0.2715
H  -4.188  0.759  -1.985  0.2314
H  -4.661  2.421  -1.760  0.2813
H  -4.980  -0.340  0.579  0.2685
H  -3.618  -0.225  1.674  0.2733
H  -3.482  -1.051  -1.287  0.2265
H  -3.516  -2.184  0.054  0.2764
H  -1.736  -2.321  -2.255  0.2760
H  -0.046  -1.905  -2.068  0.2824
H  -2.258  -0.244  -3.291  0.2612
H  -0.545  -0.297  -3.618  0.2864
F  0.426  -0.580  4.736  -0.2681
C  -0.693  -0.459  4.065  0.7635
F  -1.737  -0.522  4.858  -0.2698
F  -0.778  -1.420  3.135  -0.3157
S  -0.759  1.194  3.229  2.2102
O  -1.803  1.106  2.205  -0.9973
O  -0.825  2.194  4.225  -0.8033
N  0.606  1.110  2.336  -1.1978
S  1.184  2.525  1.805  2.1605
O  0.519  2.602  0.450  -0.9062
O  1.073  3.673  2.617  -0.7780
C  3.020  2.193  1.518  0.8071
F  3.644  2.687  2.553  -0.2574
F  3.355  2.829  0.415  -0.2780
F  3.243  0.902  1.407  -0.2817
C  3.253  -3.471  0.428  -0.1840
C  2.163  -3.006  1.190  -0.1796
C  1.515  -1.851  0.855  -0.1876
C  1.918  -1.086  -0.266  -0.1979
C  1.332  0.129  -0.723  -0.0275
C  1.892  0.928  -1.674  -0.3003
C  3.053  0.483  -2.350  -0.2163
C  3.599  -0.723  -2.036  -0.1519
C  3.065  -1.520  -0.993  0.0307
C  3.697  -2.734  -0.629  -0.1737
H  3.751  -4.389  0.706  0.2462
H  1.850  -3.559  2.066  0.2378
H  0.730  -1.502  1.506  0.1982
H  1.496  1.901  -1.925  0.2493
H  3.488  1.118  -3.110  0.2501
H  4.478  -1.080  -2.559  0.2435
H  4.559  -3.053  -1.201  0.2377

Cartesian forces, eV/Å:
Pt 0.04 0.58 -0.38
C 0.24 0.10 -0.07
C -0.01 -0.16 -0.17
S 0.08 -0.03 0.21
C 0.00 -0.09 -0.10
C -0.01 0.09 -0.13
S 0.09 -0.11 0.33
C -0.24 0.27 -0.22
C 0.07 -0.69 -0.06
S 0.13 -0.24 -0.11
H -0.07 0.02 -0.01
H -0.12 0.03 0.02
H 0.02 -0.05 0.02
H 0.00 0.02 0.05
H -0.01 0.03 -0.05
H -0.02 0.00 0.00
H -0.02 0.01 -0.02
H -0.03 0.04 0.06
H 0.02 0.05 -0.04
H 0.04 0.13 0.26
H -0.07 0.10 0.22
H 0.03 0.26 0.00
F 0.05 -0.03 -0.01
C -0.07 0.06 0.04
F -0.05 -0.05 0.04
F -0.01 0.03 0.03
S -0.72 -0.10 0.00
O 0.05 -0.12 0.78
O 0.18 -0.05 -0.06
N 0.17 -0.15 -0.70
S -0.01 -0.01 0.06
O 0.13 0.20 -0.04
O -0.02 -0.07 -0.07
C -0.09 0.10 0.07
F 0.08 -0.01 0.09
F 0.01 0.00 -0.08
F 0.03 -0.03 -0.02
C 0.00 -0.02 0.04
C 0.02 -0.01 0.00
C 0.00 -0.01 0.02
C -0.01 0.06 -0.09
C 0.09 -0.10 0.20
C -0.01 -0.04 0.00
C -0.02 0.04 0.01
C 0.02 -0.04 0.01
C 0.02 0.01 -0.05
C 0.02 0.00 -0.02
H 0.00 0.00 -0.01
H -0.01 0.00 -0.01
H -0.03 0.02 -0.05
H 0.01 -0.01 0.01
H 0.01 -0.01 0.01
H -0.01 0.01 0.00
H -0.01 0.00 0.01

[3]
Computed, not measured: a molecular structure, C18H19N3O2Pt at a distorted geometry, with wB97M-V/def2-TZVPD.

Properties
Frontier orbital gap, hartree: 0.184
HOMO energy, eV: -14.6
ΔE to the lowest compared entry with this formula, charge and spin, kcal/mol: 55.6
Charge: +2

Each line ends with the natural charge from an NBO analysis.
Geometry (Å):
Pt  -0.015  -0.308  -0.475  1.0859
C  -4.139  1.162  0.113  -0.7110
C  -2.652  1.234  0.088  0.6086
O  -2.021  0.168  0.030  -0.5961
C  -2.061  2.557  0.114  -0.2325
C  -0.743  2.885  0.033  0.2429
C  -0.309  4.313  -0.057  -0.6701
N  0.220  1.907  0.009  -0.1549
N  1.421  2.250  0.009  -0.1368
C  2.360  1.249  -0.112  0.6092
O  2.025  0.055  -0.311  -0.5957
C  3.740  1.637  -0.017  -0.1112
C  4.727  0.633  -0.025  -0.1304
C  6.054  0.985  0.040  -0.2040
C  6.411  2.335  0.091  -0.0647
C  5.441  3.334  0.118  -0.2205
C  4.107  2.995  0.062  -0.1211
H  -4.478  0.131  0.127  0.2646
H  -4.548  1.666  -0.767  0.2785
H  -4.519  1.683  0.995  0.2737
H  -2.761  3.379  0.180  0.2614
H  -1.165  4.981  -0.070  0.2575
H  0.273  4.456  -0.969  0.2597
H  0.341  4.574  0.779  0.2641
H  4.418  -0.402  -0.066  0.2430
H  6.821  0.223  0.055  0.2504
H  7.458  2.607  0.106  0.2476
H  5.741  4.371  0.175  0.2507
H  3.339  3.755  0.069  0.2386
N  -0.253  -2.529  0.073  -0.8003
C  0.073  -3.040  -1.231  0.1805
C  -0.475  -2.416  -2.363  -0.3249
C  -0.144  -2.861  -3.630  -0.1535
C  0.691  -3.961  -3.785  -0.1890
C  1.211  -4.595  -2.666  -0.1547
C  0.930  -4.119  -1.393  -0.2630
H  0.258  -2.981  0.824  0.4299
H  -1.247  -2.493  0.284  0.4187
H  -1.232  -1.634  -2.250  0.2114
H  -0.557  -2.368  -4.499  0.2383
H  0.915  -4.336  -4.773  0.2450
H  1.819  -5.481  -2.779  0.2448
H  1.340  -4.618  -0.524  0.2294

Cartesian forces, eV/Å:
Pt -0.31 2.79 3.80
C 0.03 -0.15 0.28
C -0.39 -0.64 0.01
O 0.25 -1.26 -0.73
C 1.20 0.38 -0.17
C -1.70 1.45 0.29
C 0.26 -0.10 0.13
N 1.67 -3.61 -2.10
N -1.41 1.99 0.61
C 1.33 -1.27 -0.25
O -0.43 -0.89 -0.35
C -0.42 -0.06 -0.03
C 0.07 -0.04 0.06
C -0.07 -0.11 -0.02
C -0.11 0.04 0.01
C 0.06 0.02 -0.06
C -0.05 0.09 0.07
H 0.04 -0.01 -0.02
H 0.06 0.10 0.00
H -0.03 0.09 -0.04
H -0.03 0.00 -0.10
H -0.04 -0.05 0.02
H -0.01 0.03 -0.01
H -0.01 0.01 0.01
H 0.08 -0.03 -0.03
H 0.00 0.00 -0.05
H 0.01 0.01 0.06
H -0.03 0.02 -0.02
H 0.05 0.05 0.02
N -0.01 2.17 -1.02
C 0.00 -0.77 -1.15
C -0.12 -0.10 0.44
C 0.04 -0.06 -0.03
C 0.03 -0.05 0.08
C -0.05 0.06 -0.17
C -0.27 0.14 0.41
H 0.12 0.27 0.09
H -0.04 -0.48 0.01
H 0.10 -0.06 -0.06
H -0.06 -0.02 0.01
H 0.02 0.02 -0.01
H 0.09 0.05 0.00
H 0.03 -0.02 0.01